{"formula": "C7H8Cl16", "method": "wB97M-V/def2-TZVPD", "species": ["C", "Cl", "Cl", "Cl", "Cl", "C", "Cl", "Cl", "Cl", "Cl", "C", "Cl", "Cl", "Cl", "Cl", "Cl", "C", "C", "Cl", "H", "H", "H", "H", "Cl", "C", "C", "Cl", "H", "H", "H", "H"], "coordinates": [[-33.928980, 19.565940, 22.254310], [-34.831220, 20.354980, 23.665890], [-33.532180, 18.025240, 22.840250], [-35.008720, 19.270440, 20.846970], [-32.411290, 20.352080, 21.945280], [-25.951980, 21.115790, 27.037010], [-26.538120, 22.082940, 28.463520], [-27.158680, 19.821710, 26.888460], [-25.908830, 21.985830, 25.473540], [-24.302010, 20.405160, 27.418560], [-31.372200, 24.036640, 19.095420], [-31.350770, 25.777350, 19.391320], [-30.783750, 23.570060, 17.502170], [-30.470880, 23.359610, 20.478870], [-32.974170, 23.261750, 19.174530], [-31.789990, 20.872160, 25.166400], [-30.052410, 20.852610, 24.619940], [-29.724380, 22.042640, 23.707470], [-29.393440, 23.578020, 24.493280], [-29.772920, 19.886140, 24.200520], [-29.440780, 20.774380, 25.518770], [-30.475330, 22.289650, 22.957030], [-28.790810, 21.863240, 23.174230], [-26.244680, 21.279050, 21.949720], [-25.535810, 22.481040, 20.847610], [-24.196330, 23.062200, 21.572740], [-23.619710, 24.592460, 20.798200], [-26.219090, 23.325810, 20.760450], [-25.241500, 22.053620, 19.889070], [-23.425490, 22.299680, 21.461070], [-24.286930, 23.234550, 22.645200]], "atomic_forces_ev_per_a": [[-1.121, 0.173, 0.903], [0.284, 0.133, -1.404], [0.494, -2.219, 0.762], [0.463, 1.018, 0.342], [-0.223, 0.875, -0.872], [0.046, -0.303, 0.563], [0.777, -0.069, -1.140], [0.386, -0.218, -0.141], [0.108, -0.110, 1.076], [-1.326, 0.670, -0.354], [-0.447, -0.593, 0.589], [-0.401, -0.165, -0.624], [0.707, 0.409, 0.250], [0.512, -0.296, -0.462], [-0.345, 0.636, 0.235], [0.967, -0.095, -0.119], [-0.077, 0.237, 0.433], [0.482, -0.677, -0.399], [-0.089, 0.577, 0.821], [-0.747, 0.073, -0.845], [-0.108, 0.948, 0.148], [-0.226, -0.548, 0.272], [-0.086, -0.466, -0.036], [0.014, -0.117, -0.277], [2.020, 1.774, 1.480], [-0.868, -0.944, -0.978], [-0.348, -0.695, 0.207], [-0.121, -0.338, -0.246], [-0.333, -0.061, 0.198], [0.112, 0.222, -0.145], [-0.504, 0.170, -0.238]], "mulliken_charge": [0.293, -0.115, -0.097, -0.111, 0.009, 0.275, -0.088, -0.103, 0.006, -0.103, 0.339, -0.088, -0.093, -0.052, -0.099, -0.151, -0.330, 0.398, -0.203, 0.320, 0.222, -0.159, -0.066, -0.182, -0.395, -0.373, -0.204, 0.279, 0.330, 0.337, 0.205], "lumo_ev": -0.216, "mol_weight_g_mol": 659.4, "total_energy_ha": -7634.51771, "homo_lumo_gap_ev": 10.37}

---

{"formula": "C19H12NO6PtS3", "method": "wB97M-V/def2-TZVPD", "species": ["Pt", "O", "S", "O", "O", "C", "C", "C", "C", "C", "C", "S", "O", "O", "O", "H", "H", "H", "H", "S", "C", "C", "C", "C", "C", "C", "N", "C", "C", "C", "C", "C", "C", "C", "H", "H", "H", "H", "H", "H", "H", "H"], "coordinates": [[-1.069323, 0.307113, 0.057738], [-0.754371, 1.121654, -1.960802], [-0.688001, 2.517001, -1.431010], [-1.311958, 3.525526, -2.196378], [-1.256435, 2.329289, -0.027680], [1.032317, 2.898230, -1.228210], [1.529672, 3.693910, -2.248597], [2.878329, 4.023432, -2.293023], [3.729920, 3.547257, -1.318350], [3.238291, 2.749166, -0.291779], [1.893841, 2.417073, -0.229513], [1.462111, 1.506077, 1.248094], [0.554990, 2.266072, 2.035906], [2.663766, 0.984499, 1.798456], [0.738988, 0.170858, 0.718661], [0.852489, 4.063064, -3.005457], [3.247948, 4.651128, -3.091765], [4.782528, 3.793187, -1.338652], [3.903292, 2.382445, 0.475904], [-1.215954, -4.008265, 1.001708], [-0.686678, -3.882762, -0.652920], [-0.347534, -4.911181, -1.526097], [0.076300, -4.561411, -2.791405], [0.156610, -3.219290, -3.183544], [-0.183859, -2.196488, -2.323682], [-0.608372, -2.545656, -1.044939], [-1.021430, -1.693895, -0.023658], [-1.362113, -2.318898, 1.086065], [-1.764121, -1.472251, 2.195568], [-2.225886, -1.883462, 3.438423], [-2.575670, -0.922654, 4.376466], [-2.463684, 0.429339, 4.080365], [-1.993598, 0.859621, 2.838547], [-1.666554, -0.104836, 1.917358], [-0.405534, -5.946798, -1.220879], [0.352377, -5.337679, -3.491287], [0.491010, -2.979551, -4.183325], [-0.129269, -1.160641, -2.629109], [-2.316736, -2.937747, 3.668989], [-2.935726, -1.230539, 5.348088], [-2.731150, 1.166797, 4.824924], [-1.870819, 1.911265, 2.620803]], "atomic_forces_ev_per_a": [[-0.238, -0.157, 0.229], [0.102, -0.175, -0.201], [0.316, 0.139, 0.015], [-0.074, 0.028, 0.003], [-0.041, -0.092, 0.200], [-0.119, 0.114, -0.157], [0.034, 0.013, 0.021], [-0.011, -0.003, -0.005], [0.003, -0.004, 0.003], [0.013, -0.023, -0.002], [0.018, -0.039, 0.080], [0.063, 0.050, 0.055], [0.007, 0.016, -0.032], [-0.014, -0.045, -0.036], [0.064, 0.138, -0.244], [0.001, 0.004, -0.006], [0.003, 0.000, 0.002], [0.000, 0.004, -0.004], [-0.001, -0.001, 0.006], [-0.115, -0.003, -0.031], [0.089, -0.012, 0.013], [0.049, 0.005, 0.015], [-0.008, 0.009, 0.002], [0.011, -0.010, -0.003], [-0.018, 0.029, 0.019], [-0.087, -0.037, -0.019], [0.014, 0.021, 0.046], [0.082, 0.136, 0.126], [0.015, 0.037, 0.020], [0.000, -0.040, -0.043], [0.001, 0.040, 0.000], [0.000, -0.045, -0.004], [-0.013, -0.010, 0.017], [-0.114, -0.111, -0.095], [-0.007, 0.000, -0.002], [-0.008, 0.002, -0.005], [0.001, -0.001, -0.001], [0.001, 0.018, 0.002], [-0.005, 0.002, 0.012], [0.005, -0.001, 0.001], [-0.004, 0.000, 0.001], [-0.014, 0.003, 0.002]], "mulliken_charge": [1.237, -0.697, 1.526, -0.627, -0.609, 0.641, -0.650, -0.674, -0.656, -0.538, -0.102, 1.468, -0.568, -0.669, -0.725, 0.515, 0.419, 0.415, 0.539, -0.243, 0.712, -0.598, -0.544, -0.725, -0.556, 0.219, -0.062, 1.072, 0.104, -0.660, -0.763, -0.694, -0.212, 0.173, 0.424, 0.404, 0.425, 0.465, 0.453, 0.424, 0.423, 0.516], "lumo_ev": -6.243, "mol_weight_g_mol": 641.6, "charge": 1, "total_energy_ha": -2551.02430, "homo_lumo_gap_ev": 6.01}